(1)
{
  "formula": "C23H33CdN2OS6SbSe4",
  "method": "wB97M-V/def2-TZVPD",
  "total_charge": -2,
  "lumo_ev": 3.7,
  "e_homo_ev": -1.191,
  "gap_ev": 4.847,
  "species": ["Cd", "C", "C", "S", "C", "C", "S", "C", "C", "S", "H", "H", "H", "H", "H", "H", "H", "H", "H", "H", "H", "H", "Se", "Sb", "Se", "Se", "Se", "C", "C", "S", "O", "C", "C", "H", "H", "H", "H", "H", "H", "H", "H", "H", "H", "S", "C", "N", "N", "S", "C", "C", "C", "C", "C", "C", "C", "C", "C", "C", "C", "C", "H", "H", "H", "H", "H", "H", "H", "H", "H", "H", "H"],
  "positions_angstrom": [[-0.25, -0.26, 1.01], [-2.27, -0.56, -3.41], [-0.95, 0.03, -3.93], [-0.36, 1.57, -3.18], [-1.85, 2.61, -3.22], [-2.10, 3.37, -1.91], [-1.90, 2.41, -0.38], [-3.48, 1.57, -0.23], [-3.81, 0.51, -1.28], [-2.47, -0.69, -1.60], [-3.13, -0.02, -3.81], [-2.32, -1.58, -3.79], [-0.15, -0.67, -3.72], [-1.02, 0.16, -5.01], [-1.74, 3.31, -4.05], [-2.69, 1.96, -3.44], [-1.38, 4.19, -1.81], [-3.11, 3.78, -1.91], [-3.42, 1.10, 0.76], [-4.29, 2.30, -0.17], [-4.66, -0.07, -0.91], [-4.08, 0.96, -2.24], [-3.34, -2.08, 1.28], [-3.37, -0.59, 3.45], [-1.09, -2.70, 1.26], [-1.41, 1.05, 2.86], [-5.41, 0.70, 2.97], [5.67, 1.52, 1.64], [4.23, 1.99, 1.77], [3.07, 0.76, 1.12], [1.73, 1.45, 1.14], [3.09, -0.40, 2.52], [2.40, 0.14, 3.76], [6.37, 2.33, 1.86], [5.86, 1.18, 0.62], [5.89, 0.69, 2.31], [4.04, 2.86, 1.14], [3.95, 2.23, 2.80], [4.14, -0.68, 2.68], [2.57, -1.29, 2.13], [3.00, 0.91, 4.26], [2.22, -0.67, 4.47], [1.44, 0.58, 3.50], [2.48, -3.96, 0.91], [3.84, -4.35, 0.05], [4.80, -4.55, -0.60], [1.42, -0.83, -0.67], [2.62, -1.76, -1.11], [1.94, -3.00, -2.23], [2.76, -3.75, -3.06], [2.19, -4.64, -3.96], [0.80, -4.78, -4.01], [-0.01, -4.07, -3.14], [0.56, -3.17, -2.24], [3.48, -0.82, -2.42], [4.75, -0.37, -2.11], [5.46, 0.40, -3.03], [4.89, 0.71, -4.25], [3.61, 0.26, -4.56], [2.91, -0.51, -3.65], [0.95, -0.41, -1.47], [3.84, -3.65, -2.99], [2.82, -5.22, -4.61], [0.36, -5.47, -4.72], [-1.08, -4.21, -3.14], [-0.05, -2.62, -1.53], [5.18, -0.63, -1.15], [6.46, 0.74, -2.79], [5.44, 1.32, -4.96], [3.17, 0.50, -5.52], [1.92, -0.87, -3.90]],
  "lowdin_charge": [0.951, -0.530, -0.549, 0.816, -0.529, -0.542, 0.727, -0.582, -0.519, 0.720, 0.055, 0.059, 0.025, 0.069, 0.059, 0.039, 0.057, 0.071, -0.064, 0.076, 0.059, 0.052, -0.283, 0.017, -0.292, -0.306, -0.459, -0.143, -0.392, 0.854, -0.633, -0.384, -0.138, 0.067, 0.057, 0.064, 0.084, 0.077, 0.081, 0.028, 0.061, 0.081, -0.007, 0.417, -1.029, -0.018, -0.434, 0.883, -0.413, -0.095, -0.085, -0.099, -0.072, -0.102, -0.349, -0.093, -0.090, -0.099, -0.077, -0.075, -0.035, 0.100, 0.096, 0.091, 0.105, 0.033, 0.099, 0.097, 0.094, 0.101, 0.094]
}



(2)
{
  "formula": "C11H5N2O5Tb",
  "method": "wB97M-V/def2-TZVPD",
  "total_charge": 2,
  "lumo_ev": [-9.9, -9.7],
  "e_homo_ev": [-16.832, -16.654],
  "multiplicity": 7,
  "gap_ev": [6.969, 6.986],
  "species": ["O", "C", "Tb", "O", "C", "C", "O", "C", "O", "C", "O", "H", "N", "C", "C", "C", "C", "C", "N", "C", "H", "H", "H", "H"],
  "positions_angstrom": [[3.78, 3.18, -3.15], [3.39, 2.75, -2.17], [0.08, 1.29, 0.62], [3.54, 1.28, 0.68], [2.40, 1.36, 0.82], [-0.15, 0.68, 3.02], [-0.27, 0.15, 4.04], [-2.12, 2.08, 0.62], [-3.20, 2.36, 0.35], [0.39, 3.63, 1.70], [0.55, 4.72, 1.95], [0.33, 2.51, -0.96], [-3.55, -2.70, -2.72], [-2.63, -2.47, -2.03], [-1.51, -2.20, -1.20], [-0.60, -3.19, -0.79], [0.48, -2.93, 0.04], [0.66, -1.64, 0.48], [-0.23, -0.74, 0.04], [-1.30, -0.91, -0.75], [-0.78, -4.21, -1.14], [1.19, -3.68, 0.37], [1.47, -1.29, 1.15], [-1.93, -0.03, -0.99]],
  "lowdin_charge": [0.068, 0.006, 1.076, 0.193, -0.080, 0.016, 0.195, -0.066, 0.225, -0.061, 0.199, -0.077, 0.246, -0.127, -0.160, 0.084, 0.030, -0.087, -0.203, -0.039, 0.158, 0.141, 0.127, 0.137]
}



(3)
{
  "formula": "C61H133N11O18",
  "method": "wB97M-V/def2-TZVPD",
  "lumo_ev": 0.6,
  "e_homo_ev": -8.811,
  "gap_ev": 9.433,
  "species": ["C", "C", "C", "O", "C", "H", "H", "H", "H", "H", "H", "H", "H", "C", "C", "C", "O", "C", "H", "H", "H", "H", "H", "H", "H", "H", "C", "C", "C", "O", "C", "H", "H", "H", "H", "H", "H", "H", "H", "C", "C", "C", "O", "C", "H", "H", "H", "H", "H", "H", "H", "H", "C", "C", "C", "O", "C", "H", "H", "H", "H", "H", "H", "H", "H", "C", "C", "C", "O", "C", "H", "H", "H", "H", "H", "H", "H", "H", "C", "C", "C", "O", "C", "H", "H", "H", "H", "H", "H", "H", "H", "C", "O", "N", "C", "C", "H", "H", "H", "H", "H", "H", "H", "C", "O", "N", "C", "C", "H", "H", "H", "H", "H", "H", "H", "C", "O", "N", "C", "C", "H", "H", "H", "H", "H", "H", "H", "C", "O", "N", "C", "C", "H", "H", "H", "H", "H", "H", "H", "C", "O", "N", "C", "C", "H", "H", "H", "H", "H", "H", "H", "C", "O", "N", "C", "C", "H", "H", "H", "H", "H", "H", "H", "C", "O", "N", "C", "C", "H", "H", "H", "H", "H", "H", "H", "C", "O", "N", "C", "C", "H", "H", "H", "H", "H", "H", "H", "C", "O", "N", "C", "C", "H", "H", "H", "H", "H", "H", "H", "C", "O", "N", "C", "C", "H", "H", "H", "H", "H", "H", "H", "C", "O", "N", "C", "C", "H", "H", "H", "H", "H", "H", "H"],
  "positions_angstrom": [[-1.59, 0.10, 5.35], [-1.85, -1.25, 5.85], [-3.38, -1.45, 5.77], [-3.82, -0.41, 4.89], [-3.03, 0.74, 5.20], [-1.22, 0.14, 4.35], [-0.93, 0.65, 6.01], [-1.47, -1.44, 6.90], [-1.39, -1.99, 5.21], [-3.79, -1.25, 6.79], [-3.67, -2.43, 5.43], [-3.40, 1.36, 6.03], [-3.00, 1.44, 4.36], [2.94, -0.89, 3.50], [2.57, 0.25, 4.44], [3.81, 0.57, 5.29], [4.81, -0.36, 4.84], [4.16, -1.49, 4.17], [3.21, -0.41, 2.56], [2.10, -1.57, 3.28], [1.64, 0.00, 4.99], [2.29, 1.09, 3.79], [3.56, 0.58, 6.35], [4.22, 1.61, 5.07], [3.93, -2.16, 4.98], [4.87, -1.96, 3.55], [3.18, -4.84, 0.90], [2.64, -6.21, 0.41], [1.86, -6.76, 1.66], [1.85, -5.75, 2.64], [2.21, -4.52, 2.08], [3.27, -4.14, 0.10], [4.20, -5.02, 1.28], [3.51, -6.93, 0.24], [2.06, -6.16, -0.50], [2.40, -7.65, 2.03], [0.85, -7.01, 1.44], [2.74, -3.87, 2.83], [1.29, -4.03, 1.74], [-4.27, 2.39, -5.44], [-5.33, 3.46, -5.73], [-4.64, 4.71, -5.11], [-3.90, 4.28, -3.97], [-3.68, 2.85, -4.06], [-3.47, 2.45, -6.17], [-4.69, 1.42, -5.38], [-6.31, 3.35, -5.21], [-5.47, 3.61, -6.83], [-5.28, 5.52, -4.72], [-3.98, 5.17, -5.84], [-4.16, 2.30, -3.21], [-2.58, 2.57, -4.02], [-0.63, -4.06, -1.15], [-0.17, -4.67, -2.47], [-0.24, -3.52, -3.46], [-0.29, -2.34, -2.62], [-0.07, -2.59, -1.26], [-0.46, -4.65, -0.27], [-1.71, -3.97, -1.18], [-0.79, -5.55, -2.86], [0.80, -5.11, -2.34], [-1.09, -3.62, -4.07], [0.64, -3.50, -4.14], [-0.60, -1.88, -0.69], [1.04, -2.68, -0.94], [0.20, -0.81, -6.82], [0.03, -0.34, -5.33], [-1.47, -0.43, -5.21], [-1.83, -1.65, -5.94], [-1.03, -1.61, -7.14], [1.16, -1.46, -6.86], [0.43, 0.06, -7.46], [0.45, 0.58, -5.00], [0.38, -1.17, -4.72], [-1.88, 0.43, -5.63], [-1.85, -0.52, -4.18], [-1.53, -1.11, -7.98], [-0.85, -2.64, -7.38], [0.97, 0.67, 0.57], [0.52, 1.94, -0.17], [-0.72, 1.38, -0.93], [-1.30, 0.52, 0.08], [-0.33, 0.25, 1.13], [1.68, 0.97, 1.34], [1.41, -0.11, -0.10], [1.26, 2.47, -0.76], [0.21, 2.63, 0.65], [-0.34, 0.67, -1.73], [-1.53, 1.94, -1.38], [-0.45, -0.81, 1.35], [-0.62, 0.84, 1.99], [5.39, 2.90, -1.80], [6.24, 2.45, -2.51], [5.02, 4.18, -1.76], [3.78, 4.58, -1.05], [5.78, 5.23, -2.41], [4.87, 2.31, -1.04], [3.88, 5.62, -0.56], [3.55, 3.83, -0.24], [2.97, 4.61, -1.72], [5.17, 5.53, -3.26], [6.04, 6.08, -1.74], [6.65, 4.91, -2.96], [5.00, 2.03, 2.00], [3.87, 2.53, 1.70], [5.89, 2.62, 2.77], [7.12, 1.90, 2.99], [5.73, 3.96, 3.22], [5.24, 1.03, 1.59], [7.15, 1.65, 4.08], [8.02, 2.43, 2.58], [7.07, 0.93, 2.55], [4.90, 4.43, 2.70], [5.64, 4.05, 4.31], [6.71, 4.42, 2.99], [-3.60, 3.70, 1.87], [-2.96, 3.52, 2.92], [-3.97, 2.75, 0.99], [-4.86, 2.99, -0.11], [-3.81, 1.40, 1.41], [-3.96, 4.70, 1.50], [-5.57, 2.10, -0.09], [-4.31, 2.91, -1.09], [-5.37, 3.97, -0.06], [-4.64, 1.08, 2.11], [-4.00, 0.79, 0.48], [-2.83, 1.18, 1.76], [-5.47, -0.88, -2.86], [-5.73, 0.10, -2.17], [-4.66, -1.93, -2.57], [-4.58, -3.11, -3.40], [-3.78, -1.87, -1.44], [-5.93, -1.08, -3.82], [-5.48, -3.22, -4.05], [-4.54, -4.00, -2.78], [-3.66, -3.18, -3.93], [-4.18, -2.61, -0.72], [-2.79, -2.16, -1.73], [-3.75, -0.82, -1.06], [1.38, -2.89, 6.52], [1.48, -1.90, 7.29], [0.82, -4.11, 6.77], [0.44, -5.03, 5.72], [0.36, -4.42, 8.13], [1.79, -2.75, 5.46], [-0.61, -5.12, 5.59], [0.78, -6.07, 6.01], [0.94, -4.71, 4.81], [-0.61, -4.84, 8.01], [0.94, -5.27, 8.56], [0.41, -3.52, 8.71], [0.38, 4.30, -3.39], [1.36, 4.46, -4.11], [-0.56, 5.23, -3.17], [-1.29, 5.09, -1.93], [-0.30, 6.64, -3.69], [0.19, 3.37, -2.72], [-1.72, 4.07, -1.90], [-2.18, 5.71, -2.08], [-0.68, 5.36, -1.05], [0.74, 7.01, -3.69], [-0.70, 6.59, -4.75], [-0.84, 7.27, -3.06], [-1.91, -2.81, 3.12], [-0.68, -2.99, 3.21], [-2.83, -3.79, 2.92], [-4.24, -3.56, 2.79], [-2.36, -5.07, 3.08], [-2.45, -1.88, 3.20], [-4.59, -3.93, 1.82], [-4.44, -2.49, 2.80], [-4.77, -3.99, 3.63], [-1.33, -5.06, 3.44], [-3.02, -5.60, 3.79], [-2.41, -5.66, 2.14], [-0.33, 5.69, 1.77], [0.07, 6.08, 0.69], [0.37, 4.98, 2.65], [1.82, 4.87, 2.53], [-0.18, 4.54, 3.92], [-1.36, 5.90, 2.12], [2.18, 5.41, 1.65], [2.11, 3.82, 2.39], [2.29, 5.25, 3.40], [-1.23, 4.74, 4.02], [-0.15, 3.45, 3.99], [0.23, 5.06, 4.83], [3.34, -1.43, -4.67], [2.78, -1.95, -3.74], [3.55, -0.14, -4.75], [4.42, 0.60, -5.67], [2.98, 0.57, -3.63], [3.67, -2.06, -5.49], [5.42, 0.78, -5.18], [4.01, 1.60, -5.90], [4.57, -0.03, -6.52], [3.74, 0.60, -2.83], [2.75, 1.64, -3.91], [2.10, 0.05, -3.28], [-7.20, -3.10, -1.14], [-6.31, -3.73, -0.65], [-7.66, -1.91, -0.70], [-8.62, -1.02, -1.39], [-7.13, -1.35, 0.49], [-7.76, -3.42, -2.07], [-8.28, -0.03, -1.72], [-9.52, -1.02, -0.72], [-8.90, -1.57, -2.30], [-6.36, -0.60, 0.28], [-7.96, -0.90, 1.13], [-6.59, -2.13, 1.06], [6.63, -0.23, -0.56], [6.38, -0.50, 0.59], [6.23, -1.00, -1.57], [6.60, -0.70, -2.98], [5.23, -2.06, -1.47], [7.21, 0.67, -0.92], [7.03, -1.49, -3.55], [7.35, 0.11, -2.94], [5.69, -0.33, -3.48], [4.24, -1.67, -1.73], [5.43, -2.95, -2.15], [5.17, -2.52, -0.53]],
  "lowdin_charge": [-0.153, -0.188, -0.186, -0.164, -0.159, 0.084, 0.114, 0.131, 0.067, 0.126, 0.099, 0.118, 0.085, -0.170, -0.164, -0.174, -0.156, -0.166, 0.094, 0.100, 0.100, 0.089, 0.109, 0.116, 0.100, 0.104, -0.140, -0.140, -0.188, -0.158, -0.202, 0.078, 0.114, 0.124, 0.076, 0.115, 0.098, 0.119, 0.101, -0.161, -0.148, -0.213, -0.165, -0.188, 0.107, 0.085, 0.117, 0.118, 0.120, 0.107, 0.096, 0.117, -0.145, -0.167, -0.176, -0.164, -0.180, 0.088, 0.087, 0.138, 0.086, 0.086, 0.119, 0.076, 0.142, -0.153, -0.146, -0.191, -0.144, -0.201, 0.123, 0.109, 0.100, 0.075, 0.085, 0.118, 0.117, 0.107, -0.162, -0.132, -0.164, -0.203, -0.198, 0.090, 0.125, 0.095, 0.123, 0.121, 0.088, 0.109, 0.102, -0.377, 0.008, -0.167, -0.029, -0.047, 0.128, 0.112, 0.071, 0.046, 0.089, 0.096, 0.079, -0.294, -0.089, -0.191, -0.041, -0.031, 0.116, 0.106, 0.107, 0.063, 0.078, 0.095, 0.095, -0.307, -0.025, -0.199, -0.051, -0.055, 0.141, 0.099, 0.082, 0.100, 0.121, 0.080, 0.055, -0.340, -0.025, -0.175, -0.040, -0.019, 0.129, 0.107, 0.086, 0.064, 0.088, 0.061, 0.089, -0.290, -0.051, -0.187, -0.057, -0.031, 0.132, 0.063, 0.114, 0.062, 0.068, 0.103, 0.075, -0.368, -0.020, -0.174, -0.069, -0.005, 0.138, 0.064, 0.091, 0.068, 0.089, 0.110, 0.046, -0.300, -0.025, -0.198, -0.042, -0.081, 0.120, 0.095, 0.087, 0.089, 0.070, 0.100, 0.107, -0.346, -0.025, -0.165, -0.036, -0.064, 0.138, 0.084, 0.064, 0.073, 0.049, 0.088, 0.107, -0.401, -0.001, -0.181, -0.021, -0.053, 0.138, 0.089, 0.096, 0.079, 0.086, 0.110, 0.071, -0.373, 0.006, -0.194, -0.040, -0.073, 0.146, 0.085, 0.101, 0.074, 0.075, 0.114, 0.079, -0.363, 0.001, -0.149, -0.033, -0.042, 0.143, 0.075, 0.081, 0.053, 0.077, 0.118, 0.045]
}



It is found that the energy values, taken in the order of the records, are -13483.92509; -1731.58689; -4360.47551 a.u..
It is found that the energy above the lowest of the compared OMol25 structures with the same formula, charge and spin values, taken in the order of the records, are 0.5544; 0.0000; 0.0000 eV.